{
  "formula": "C18H28N2O3S",
  "method": "ωB97M-V/def2-TZVPD",
  "homo_energy_ha": -0.3360,
  "spin_multiplicity": 1,
  "relative_energy_kcal_mol": 7.4,
  "fmax_ha_per_bohr": 0.017,
  "homo_lumo_gap_ev": 9.74,
  "total_energy_ev": -39079.2912,
  "smiles": "CCCNS(=O)(=O)c1ccc(CCC(=O)N2CCC(C)CC2)cc1",
  "species": ["C", "C", "C", "N", "S", "O", "O", "C", "C", "C", "C", "C", "C", "H", "H", "C", "H", "H", "C", "C", "O", "N", "C", "H", "C", "H", "C", "C", "H", "H", "H", "C", "C", "H", "H", "H", "H", "H", "H", "H", "H", "H", "H", "H", "H", "H", "H", "H", "H", "H", "H", "H"],
  "positions_angstrom": [[3.612, 1.397, -1.948], [3.265, -0.045, -1.599], [1.920, -0.453, -2.190], [1.575, -1.812, -1.820], [0.102, -2.350, -2.442], [0.149, -3.781, -2.402], [-0.178, -1.697, -3.690], [-0.996, -1.737, -1.182], [-1.636, -0.526, -1.357], [-2.420, -0.023, -0.333], [-2.562, -0.728, 0.859], [-1.926, -1.958, 1.001], [-1.137, -2.463, -0.017], [-0.634, -3.413, 0.066], [-2.048, -2.519, 1.917], [-3.334, -0.129, 1.996], [-3.793, -0.912, 2.602], [-4.119, 0.522, 1.610], [-2.407, 0.717, 2.892], [-1.770, 1.817, 2.056], [-2.393, 2.839, 1.825], [-0.540, 1.609, 1.530], [0.372, 0.515, 1.768], [-0.117, -0.298, 2.299], [1.589, 1.012, 2.554], [2.275, 0.180, 2.721], [2.295, 2.137, 1.795], [3.476, 2.684, 2.591], [4.197, 1.896, 2.796], [3.139, 3.096, 3.539], [3.977, 3.472, 2.034], [1.281, 3.239, 1.483], [0.072, 2.666, 0.747], [-0.683, 3.436, 0.583], [0.378, 2.249, -0.220], [1.743, 4.016, 0.873], [0.942, 3.697, 2.415], [2.669, 1.732, 0.849], [1.259, 1.383, 3.527], [0.697, 0.123, 0.796], [-1.678, 0.086, 3.395], [-3.018, 1.213, 3.649], [-2.920, 0.927, -0.451], [-1.521, -0.004, -2.294], [2.296, -2.477, -2.059], [1.123, 0.184, -1.795], [1.931, -0.333, -3.282], [4.041, -0.710, -1.985], [3.229, -0.175, -0.515], [2.845, 2.078, -1.584], [4.563, 1.678, -1.501], [3.688, 1.519, -3.025]],
  "nbo_charge": [-0.605, -0.401, -0.229, -0.858, 2.308, -0.937, -0.938, -0.366, -0.139, -0.227, 0.018, -0.228, -0.164, 0.241, 0.217, -0.417, 0.219, 0.229, -0.480, 0.689, -0.647, -0.446, -0.214, 0.217, -0.398, 0.210, -0.220, -0.598, 0.207, 0.204, 0.209, -0.409, -0.216, 0.252, 0.180, 0.212, 0.206, 0.192, 0.200, 0.196, 0.206, 0.242, 0.229, 0.236, 0.399, 0.193, 0.199, 0.199, 0.201, 0.201, 0.216, 0.210]
}

---

{
  "formula": "C18H28N2O4S",
  "method": "ωB97M-V/def2-TZVPD",
  "homo_energy_ha": -0.3381,
  "spin_multiplicity": 1,
  "relative_energy_kcal_mol": 3.6,
  "fmax_ha_per_bohr": 0.021,
  "homo_lumo_gap_ev": 9.78,
  "total_energy_ev": -41126.3206,
  "smiles": "CCOCCCNC(=O)C1CCN(S(=O)(=O)c2ccc(C)cc2)CC1",
  "species": ["C", "C", "O", "C", "C", "H", "H", "C", "N", "C", "O", "C", "C", "C", "N", "S", "O", "O", "C", "C", "C", "C", "C", "C", "H", "H", "C", "H", "H", "H", "H", "H", "C", "C", "H", "H", "H", "H", "H", "H", "H", "H", "H", "H", "H", "H", "H", "H", "H", "H", "H", "H", "H"],
  "positions_angstrom": [[-0.879, -0.612, -3.427], [-1.674, -1.272, -2.312], [-1.325, -0.672, -1.083], [-2.009, -1.185, 0.038], [-3.390, -0.546, 0.243], [-4.046, -1.246, 0.761], [-3.832, -0.330, -0.732], [-3.313, 0.741, 1.070], [-2.386, 1.712, 0.540], [-1.205, 1.975, 1.143], [-0.878, 1.433, 2.180], [-0.382, 3.079, 0.471], [0.904, 3.346, 1.258], [1.850, 2.153, 1.155], [2.136, 1.854, -0.232], [3.345, 0.723, -0.448], [4.451, 1.107, 0.379], [3.558, 0.593, -1.861], [2.626, -0.796, 0.171], [2.636, -1.053, 1.529], [1.954, -2.154, 2.014], [1.263, -3.000, 1.150], [1.287, -2.735, -0.214], [1.961, -1.630, -0.704], [1.997, -1.408, -1.759], [0.772, -3.395, -0.897], [0.511, -4.174, 1.698], [0.072, -4.766, 0.899], [-0.285, -3.835, 2.360], [1.175, -4.812, 2.279], [1.951, -2.360, 3.074], [3.191, -0.400, 2.183], [0.957, 1.574, -1.021], [-0.002, 2.758, -0.978], [0.488, 3.633, -1.410], [-0.877, 2.521, -1.584], [1.303, 1.394, -2.039], [0.435, 0.678, -0.658], [2.807, 2.373, 1.630], [1.387, 1.293, 1.657], [0.668, 3.513, 2.310], [1.392, 4.235, 0.857], [-1.007, 3.981, 0.487], [-2.589, 2.110, -0.361], [-2.961, 0.508, 2.078], [-4.308, 1.194, 1.136], [-1.370, -0.969, 0.899], [-2.107, -2.275, -0.057], [-1.451, -2.350, -2.271], [-2.752, -1.162, -2.507], [0.185, -0.717, -3.239], [-1.114, 0.448, -3.478], [-1.123, -1.076, -4.378]],
  "nbo_charge": [-0.620, -0.054, -0.562, -0.070, -0.436, 0.214, 0.199, -0.225, -0.618, 0.692, -0.645, -0.310, -0.400, -0.254, -0.665, 2.323, -0.939, -0.946, -0.284, -0.193, -0.222, 0.017, -0.218, -0.202, 0.238, 0.211, -0.634, 0.214, 0.223, 0.225, 0.216, 0.238, -0.261, -0.386, 0.216, 0.202, 0.235, 0.210, 0.234, 0.209, 0.232, 0.211, 0.228, 0.393, 0.233, 0.194, 0.207, 0.170, 0.161, 0.160, 0.213, 0.207, 0.216]
}

---

{
  "formula": "C18H28N2OS",
  "method": "ωB97M-V/def2-TZVPD",
  "homo_energy_ha": -0.2963,
  "spin_multiplicity": 1,
  "relative_energy_kcal_mol": 3.2,
  "fmax_ha_per_bohr": 0.012,
  "homo_lumo_gap_ev": 8.76,
  "total_energy_ev": -34983.8203,
  "smiles": "CSCCC(=O)N1CCC[C@@H](N(C)CCc2ccccc2)C1",
  "species": ["C", "H", "H", "H", "S", "C", "C", "C", "O", "N", "C", "H", "C", "C", "H", "H", "C", "N", "C", "H", "H", "H", "C", "C", "C", "C", "C", "C", "C", "C", "H", "H", "H", "H", "H", "H", "H", "H", "H", "H", "C", "H", "H", "H", "H", "H", "H", "H", "H", "H"],
  "positions_angstrom": [[6.015, 4.141, -2.071], [6.817, 4.699, -1.600], [6.176, 3.076, -1.929], [5.969, 4.381, -3.130], [4.471, 4.662, -1.261], [3.286, 3.640, -2.193], [3.227, 2.204, -1.685], [2.179, 2.066, -0.580], [1.346, 2.929, -0.381], [2.233, 0.940, 0.171], [3.001, -0.252, -0.101], [3.757, -0.068, -0.861], [2.069, -1.381, -0.553], [1.009, -1.644, 0.513], [0.331, -2.431, 0.179], [1.499, -1.986, 1.426], [0.233, -0.346, 0.797], [-0.825, -0.429, 1.784], [-0.547, -1.206, 2.968], [-0.525, -2.293, 2.800], [-1.317, -0.992, 3.709], [0.412, -0.901, 3.383], [-2.166, -0.574, 1.273], [-2.506, -1.921, 0.592], [-3.965, -1.963, 0.255], [-4.894, -2.394, 1.195], [-6.246, -2.393, 0.904], [-6.690, -1.958, -0.333], [-5.774, -1.523, -1.275], [-4.422, -1.524, -0.981], [-3.712, -1.184, -1.722], [-6.114, -1.182, -2.242], [-7.745, -1.958, -0.561], [-6.955, -2.734, 1.644], [-4.551, -2.736, 2.162], [-1.911, -2.026, -0.317], [-2.258, -2.737, 1.272], [-2.852, -0.429, 2.113], [-2.344, 0.236, 0.559], [-0.227, -0.009, -0.138], [1.244, 0.742, 1.211], [0.722, 1.686, 1.371], [1.758, 0.454, 2.132], [2.655, -2.284, -0.735], [1.587, -1.092, -1.489], [3.510, -0.552, 0.824], [4.206, 1.906, -1.306], [2.950, 1.534, -2.504], [2.317, 4.117, -2.047], [3.570, 3.691, -3.243]],
  "nbo_charge": [-0.740, 0.230, 0.204, 0.210, 0.186, -0.529, -0.520, 0.694, -0.636, -0.444, -0.209, 0.214, -0.403, -0.425, 0.213, 0.198, -0.042, -0.457, -0.410, 0.163, 0.204, 0.198, -0.186, -0.451, -0.026, -0.164, -0.223, -0.222, -0.204, -0.212, 0.206, 0.212, 0.212, 0.211, 0.198, 0.204, 0.208, 0.196, 0.199, 0.201, -0.223, 0.256, 0.183, 0.212, 0.199, 0.191, 0.222, 0.224, 0.263, 0.211]
}

---

{
  "formula": "C18H28N2OS",
  "method": "ωB97M-V/def2-TZVPD",
  "homo_energy_ha": -0.2936,
  "spin_multiplicity": 1,
  "relative_energy_kcal_mol": 3.8,
  "fmax_ha_per_bohr": 0.011,
  "homo_lumo_gap_ev": 8.69,
  "total_energy_ev": -34983.7949,
  "smiles": "CSCCC(=O)N1CCC[C@@H](N(C)CCc2ccccc2)C1",
  "species": ["C", "H", "H", "H", "S", "C", "C", "C", "O", "N", "C", "H", "C", "C", "H", "H", "C", "N", "C", "H", "H", "H", "C", "C", "C", "C", "C", "C", "C", "C", "H", "H", "H", "H", "H", "H", "H", "H", "H", "H", "C", "H", "H", "H", "H", "H", "H", "H", "H", "H"],
  "positions_angstrom": [[1.047, -3.829, -4.158], [2.065, -3.703, -3.798], [1.056, -4.172, -5.187], [0.490, -2.901, -4.076], [0.228, -5.126, -3.190], [0.256, -4.366, -1.532], [-0.691, -3.168, -1.400], [0.012, -1.837, -1.633], [-0.181, -1.194, -2.650], [0.899, -1.432, -0.694], [1.047, -1.969, 0.640], [0.629, -2.971, 0.707], [0.382, -1.038, 1.658], [0.976, 0.364, 1.553], [0.467, 1.031, 2.249], [2.034, 0.327, 1.819], [0.812, 0.876, 0.116], [1.287, 2.219, -0.153], [2.392, 2.705, 0.634], [2.145, 2.904, 1.687], [2.752, 3.632, 0.188], [3.205, 1.980, 0.602], [0.298, 3.202, -0.511], [-0.588, 3.777, 0.622], [-1.539, 2.779, 1.215], [-1.494, 2.466, 2.568], [-2.355, 1.527, 3.110], [-3.277, 0.884, 2.304], [-3.346, 1.202, 0.957], [-2.490, 2.145, 0.421], [-2.560, 2.392, -0.629], [-4.072, 0.714, 0.323], [-3.945, 0.146, 2.724], [-2.302, 1.295, 4.165], [-0.782, 2.970, 3.208], [0.052, 4.189, 1.404], [-1.162, 4.601, 0.189], [0.833, 4.040, -0.970], [-0.341, 2.760, -1.279], [-0.255, 0.845, -0.128], [1.506, -0.124, -0.833], [1.385, 0.203, -1.866], [2.572, -0.197, -0.600], [0.528, -1.436, 2.664], [-0.692, -0.992, 1.462], [2.120, -2.034, 0.858], [-1.172, -3.168, -0.420], [-1.477, -3.249, -2.153], [-0.046, -5.175, -0.867], [1.290, -4.095, -1.318]],
  "nbo_charge": [-0.752, 0.208, 0.229, 0.245, 0.180, -0.528, -0.526, 0.694, -0.645, -0.450, -0.213, 0.212, -0.399, -0.420, 0.224, 0.194, -0.053, -0.468, -0.405, 0.163, 0.202, 0.197, -0.186, -0.471, 0.083, -0.260, -0.198, -0.230, -0.204, -0.252, 0.214, 0.216, 0.214, 0.212, 0.211, 0.206, 0.219, 0.196, 0.197, 0.212, -0.223, 0.251, 0.184, 0.210, 0.206, 0.192, 0.219, 0.249, 0.229, 0.215]
}